Here is a molecular structure, C33H53BN3OPdSbSi3 from OMol25. Energies are from the ωB97M-V functional and the def2-TZVPD basis.

Positions of all 96 atoms, in Å:
1 Pd 0.160706 0.544221 0.271064
2 C 1.575156 -2.727085 -0.283013
3 Sb 2.970759 -1.640809 0.969737
4 C 2.339279 0.238134 0.275478
5 C 3.114478 1.332409 0.850993
6 C 2.579736 2.647901 0.953662
7 C 3.338610 3.666606 1.468259
8 C 4.637419 3.403529 1.920432
9 C 5.080648 2.101679 1.813783
10 N 4.372078 1.098901 1.297013
11 Si 2.167871 0.437915 -1.586819
12 C 2.250159 2.241935 -2.150472
13 C 3.789799 -0.291165 -2.325682
14 C 0.874817 -0.365027 -2.722424
15 C 1.771783 -1.793752 2.951183
16 C 0.787854 -0.662101 2.980282
17 C 0.962729 0.474807 3.750285
18 C 0.052050 1.539412 3.661412
19 C -1.024098 1.436196 2.823450
20 C -1.163401 0.249840 2.068445
21 N -0.284533 -0.776511 2.143556
22 Si 0.936317 -3.482792 3.004823
23 C -0.665332 -3.711329 2.046487
24 C 0.416113 -3.973250 4.765358
25 C 2.075600 -4.901826 2.456436
26 Si 3.097427 -1.705678 4.296631
27 C 4.145697 -3.278604 4.363297
28 C 2.414072 -1.500158 6.058702
29 C 4.367573 -0.333491 4.096241
30 H 2.028170 -2.810632 -1.271869
31 H 0.650971 -2.149823 -0.356104
32 H 1.374544 -3.731113 0.088841
33 H 1.557337 2.809293 0.635345
34 H 2.920090 4.665032 1.540679
35 H 5.266797 4.172973 2.350133
36 H 6.074680 1.835963 2.171190
37 H 3.077023 2.782323 -1.684362
38 H 1.322945 2.777085 -1.939501
39 H 2.415504 2.243606 -3.234000
40 H 4.652095 0.119420 -1.790798
41 H 3.901910 -0.071132 -3.393946
42 H 3.824461 -1.380432 -2.207076
43 H -0.130823 0.012017 -2.539383
44 H 0.852651 -1.452596 -2.640572
45 H 1.172345 -0.112328 -3.748778
46 H 1.812060 0.572423 4.410082
47 H 0.217918 2.439461 4.242599
48 H -1.734076 2.241667 2.688898
49 H -2.102100 0.041799 1.562030
50 H -1.451391 -3.104910 2.499842
51 H -0.947358 -4.770282 2.097093
52 H -0.573610 -3.408710 1.005125
53 H -0.288296 -3.248718 5.182240
54 H 1.254696 -4.070177 5.456926
55 H -0.091355 -4.942797 4.714651
56 H 2.758652 -4.637450 1.649477
57 H 1.442597 -5.723431 2.105356
58 H 2.674086 -5.279944 3.286102
59 H 3.632640 -4.120427 4.831214
60 H 5.029260 -3.048843 4.967672
61 H 4.487080 -3.580676 3.371734
62 H 1.450841 -1.987087 6.205998
63 H 2.294185 -0.448464 6.322824
64 H 3.129875 -1.938569 6.762887
65 H 5.068215 -0.553603 3.288515
66 H 4.929614 -0.251348 5.033729
67 H 3.927173 0.638121 3.872068
68 C -8.078549 -1.212612 1.502929
69 C -6.681129 -1.319314 0.953800
70 C -6.025185 -2.540578 0.896555
71 C -4.729743 -2.644271 0.405237
72 C -4.082880 -4.009362 0.374757
73 C -4.072771 -1.490695 -0.051489
74 C -2.679179 -1.612743 -0.553419
75 O -2.054782 -0.732182 -1.089661
76 C -4.725929 -0.241705 -0.016501
77 C -4.083634 1.031216 -0.485034
78 C -6.018507 -0.189899 0.493610
79 H -8.449443 -2.184526 1.829384
80 H -8.765970 -0.821390 0.749942
81 H -8.110510 -0.532726 2.356541
82 H -6.528653 -3.434784 1.250640
83 H -4.774585 -4.754876 0.768107
84 H -3.172714 -4.044238 0.973853
85 H -3.813905 -4.305322 -0.640946
86 H -2.201397 -2.593361 -0.386044
87 H -3.811624 0.984708 -1.538442
88 H -3.140885 1.228136 0.025499
89 H -4.753131 1.876067 -0.326540
90 H -6.518229 0.772798 0.533560
91 B -2.434672 4.559494 -1.190009
92 C -1.559341 3.302989 -0.756527
93 N -0.962235 2.379224 -0.403036
94 H -3.019710 4.968889 -0.198660
95 H -1.699415 5.419475 -1.642598
96 H -3.236146 4.190351 -2.034973

Forces on the atoms, in the same order (eV/Å):
-0.18 0.43 0.54
0.04 -0.04 -0.03
-0.03 -0.04 -0.06
0.02 -0.04 -0.22
-0.01 -0.05 0.04
0.03 0.01 -0.03
-0.03 -0.01 -0.01
0.03 0.01 0.01
-0.01 -0.01 -0.03
-0.03 0.03 0.00
0.21 0.04 -0.07
0.01 -0.02 0.01
-0.02 -0.01 0.00
0.04 0.00 0.03
0.07 -0.04 0.08
-0.01 0.10 0.04
0.04 -0.06 0.03
-0.05 0.03 -0.03
0.05 0.02 0.05
0.02 0.02 -0.25
0.02 -0.09 -0.04
-0.02 -0.04 0.00
-0.05 0.05 0.00
0.00 -0.01 -0.03
-0.04 -0.03 0.05
0.02 0.05 -0.02
0.00 0.02 0.01
0.00 0.01 -0.01
-0.01 0.00 0.02
0.01 0.00 -0.03
0.01 0.01 0.02
0.04 0.02 -0.03
0.01 -0.01 0.01
0.00 0.00 0.00
0.00 0.00 0.00
0.00 0.00 0.01
0.00 0.00 -0.01
0.01 0.00 0.01
-0.02 0.00 0.00
0.00 0.01 -0.01
-0.01 0.00 0.00
0.00 -0.01 0.01
0.00 0.01 0.01
-0.03 0.00 0.01
-0.02 -0.01 0.00
-0.01 -0.01 0.00
0.00 0.00 0.00
-0.01 -0.01 0.01
-0.01 -0.04 0.06
0.00 -0.02 -0.02
0.00 -0.01 0.00
-0.04 -0.01 0.07
0.00 0.01 0.00
0.01 -0.01 -0.01
-0.01 0.01 0.00
0.02 0.03 -0.02
0.01 0.01 -0.02
-0.02 0.00 -0.02
0.00 0.00 0.00
0.00 0.00 0.01
-0.01 0.00 0.00
0.01 0.02 0.00
0.01 0.01 -0.01
-0.01 -0.01 0.00
-0.03 0.01 -0.01
0.00 -0.02 0.01
0.02 -0.03 0.03
0.00 -0.01 0.00
0.01 0.00 -0.01
-0.01 0.00 0.01
0.04 -0.02 -0.01
0.00 0.01 -0.01
-0.04 0.02 0.03
0.04 -0.04 0.10
-0.12 -0.08 -0.18
0.02 0.02 -0.01
0.00 0.00 0.04
-0.02 0.00 0.00
0.00 0.00 0.00
0.00 0.00 0.00
0.00 0.00 0.00
0.00 0.00 0.00
0.00 0.00 0.00
0.01 0.01 0.01
0.01 0.00 0.01
0.00 -0.01 -0.01
-0.02 0.00 -0.02
-0.02 0.00 -0.01
0.00 0.01 0.00
0.01 0.00 0.00
-0.02 0.00 -0.03
-0.01 0.03 0.11
0.09 -0.17 -0.18
0.00 0.00 0.00
0.00 0.00 0.00
0.00 0.00 0.00

**Electronic energy**: -2790.3207 Ha
**Multiplicity**: 1
**Net charge**: -2
**Orbital gap**: 4.35 eV

***

Here is a molecular structure, C33H53CaN4O8P2 at a distorted geometry from OMol25. Energies are from the ωB97M-V functional and the def2-TZVPD basis.

Positions of all 101 atoms, in Å:
1 Ca -0.021442 -0.021389 -0.006739
2 C 2.486294 -0.997024 0.266060
3 C 2.641063 -1.541803 -1.170856
4 C 1.994681 -0.794897 -2.328762
5 C 2.644837 -0.835241 -3.571570
6 C 2.096803 -0.195307 -4.660635
7 C 0.904948 0.478033 -4.504256
8 C 0.305171 0.457364 -3.259255
9 N 0.811415 -0.187482 -2.173565
10 N 1.410162 -1.429455 1.195419
11 C 1.158815 -2.853903 1.259408
12 C 0.259661 -3.350270 0.161880
13 C -0.071252 -4.701962 0.111561
14 C -0.884392 -5.151273 -0.905051
15 C -1.345342 -4.241479 -1.831983
16 C -0.965127 -2.913744 -1.699837
17 N -0.166667 -2.438038 -0.739851
18 C 1.640726 -0.863203 2.524729
19 C 0.337251 -0.464950 3.174495
20 C 0.170596 -0.493989 4.542353
21 C -1.058893 -0.079636 5.088399
22 C -2.063645 0.346498 4.236742
23 C -1.815401 0.356477 2.868185
24 N -0.630903 -0.024985 2.315570
25 H 2.459398 0.099576 0.197650
26 H 3.436105 -1.248752 0.765814
27 H 2.401712 -2.607170 -1.237332
28 H 3.719668 -1.496782 -1.366440
29 H 3.583697 -1.367421 -3.681231
30 H 2.599312 -0.216771 -5.622148
31 H 0.443972 1.006361 -5.329861
32 H -0.619526 0.970233 -3.089344
33 H 0.647918 -3.099188 2.197195
34 H 2.103405 -3.418582 1.247087
35 H 0.304509 -5.390771 0.859172
36 H -1.159112 -6.198830 -0.972324
37 H -1.991604 -4.546975 -2.645378
38 H -1.297634 -2.200015 -2.374670
39 H 2.228913 0.041868 2.469051
40 H 2.203491 -1.565683 3.162312
41 H 0.972685 -0.830154 5.189951
42 H -1.218425 -0.095458 6.161591
43 H -3.025266 0.666612 4.621738
44 H -2.565692 0.675288 2.166218
45 C 1.978734 4.549820 -2.626569
46 C 2.100191 4.622941 -1.114622
47 C 2.379589 6.041022 -0.645482
48 O 0.862633 4.197043 -0.534971
49 P 0.916457 2.959797 0.493761
50 O 1.443131 1.705837 -0.130437
51 C -0.722858 2.907384 1.221503
52 P -2.136039 2.321749 0.303114
53 O -2.032997 0.927247 -0.226402
54 O -3.350181 2.468306 1.348402
55 C -4.228445 3.582035 1.500229
56 C -3.518041 4.906656 1.730315
57 C -5.250109 3.644966 0.372640
58 O -2.453656 3.437890 -0.808733
59 C -1.902416 3.329392 -2.122095
60 C -1.751758 4.740629 -2.664612
61 C -2.843470 2.525621 -2.997874
62 O 1.876429 3.587398 1.643362
63 C 2.465595 2.817545 2.694277
64 C 3.685562 2.062806 2.189531
65 C 2.882788 3.804590 3.777220
66 H 2.918685 4.826066 -3.110242
67 H 1.193850 5.218440 -2.990761
68 H 1.707494 3.537618 -2.939488
69 H 2.917072 3.968798 -0.794121
70 H 1.562260 6.712816 -0.924418
71 H 3.310552 6.423631 -1.070705
72 H 2.455612 6.074380 0.444455
73 H -0.943630 3.915675 1.594518
74 H -0.652272 2.271808 2.101876
75 H -4.790075 3.366511 2.415448
76 H -2.929715 5.215893 0.863965
77 H -2.833440 4.829063 2.578707
78 H -4.239212 5.698869 1.945707
79 H -4.804761 3.966597 -0.569838
80 H -6.050567 4.348681 0.616379
81 H -5.691088 2.659978 0.200620
82 H -0.921991 2.845974 -2.078266
83 H -2.724000 5.239294 -2.728297
84 H -1.295934 4.736219 -3.656987
85 H -1.136403 5.347546 -1.995769
86 H -3.842453 2.973233 -3.008619
87 H -2.959513 1.513140 -2.617420
88 H -2.473559 2.466421 -4.024591
89 H 1.728343 2.125131 3.100943
90 H 4.336201 2.717789 1.600507
91 H 3.397109 1.240529 1.542592
92 H 4.260956 1.639314 3.017165
93 H 3.606064 4.529392 3.386505
94 H 3.330670 3.291716 4.630791
95 H 2.020162 4.379111 4.126050
96 O 0.659357 1.013680 1.629468
97 C -1.922333 -0.516368 -3.184386
98 O -1.183337 -0.410121 -2.030319
99 H -1.428138 -0.248337 -4.134395
100 H -2.838700 0.099795 -3.248839
101 H -2.333753 -1.508403 -3.449364

Forces on the atoms, in the same order (eV/Å):
-1.47 -1.19 -1.13
0.90 -0.28 0.44
-0.01 -0.01 0.06
-0.42 -0.19 -0.26
0.16 -0.19 -0.18
0.63 -0.43 -0.20
-0.26 0.19 0.41
2.12 1.05 0.14
4.23 1.19 -1.79
0.69 -0.52 -0.31
0.13 0.15 -0.05
0.08 0.40 -0.51
0.12 0.12 0.10
-0.14 -0.37 -0.02
0.09 0.06 0.08
0.41 -1.22 0.55
-0.02 -2.10 1.00
0.15 -0.38 0.64
0.07 -1.36 1.85
0.24 -0.08 -1.30
-0.94 0.52 0.85
1.00 0.23 0.29
-0.47 0.08 0.05
-0.22 -1.73 0.14
-0.11 -0.43 0.22
0.08 0.01 -0.02
-0.14 0.01 0.03
-0.11 0.01 0.04
-0.01 -0.02 0.08
0.03 -0.03 0.03
-0.05 0.06 0.08
0.77 0.75 0.01
0.18 0.27 0.08
0.05 -0.20 0.04
0.05 0.10 0.05
0.02 0.02 0.04
0.03 0.09 0.00
-0.24 0.64 -0.67
0.13 -0.40 -0.16
-0.10 -0.34 0.02
0.05 -0.11 -0.10
0.00 -0.04 -0.03
-0.04 -0.02 -0.03
-0.18 -0.51 0.18
-0.23 -0.26 -0.15
0.36 0.49 -0.49
-0.07 0.11 0.37
-0.24 -0.15 0.52
0.91 -3.07 2.04
1.63 3.54 -4.38
-0.97 1.81 0.09
-0.37 -0.61 0.01
-1.06 2.62 1.15
0.26 0.41 -0.82
-0.71 0.47 0.13
0.41 0.07 -0.01
-0.05 -0.04 -0.34
-0.16 -0.24 0.74
-0.08 0.21 -1.02
0.11 0.36 0.39
-0.26 -0.12 0.25
-0.59 0.29 -0.90
0.76 0.01 0.85
0.00 -0.16 -0.29
-0.17 0.48 -0.18
-0.01 -0.01 0.08
0.06 0.07 0.11
0.12 0.00 0.07
-0.15 -0.07 0.05
0.03 -0.10 -0.14
-0.04 -0.06 -0.03
0.06 -0.09 -0.07
-0.30 0.22 -0.40
0.15 0.08 -0.17
0.18 -0.20 -0.01
-0.10 -0.06 -0.04
-0.10 0.00 0.01
-0.06 -0.14 0.00
0.09 0.01 0.11
0.05 -0.05 0.11
0.01 0.05 0.12
-0.01 0.01 0.08
-0.04 -0.18 -0.07
-0.02 -0.09 0.06
0.10 -0.11 -0.06
0.11 0.22 -0.03
0.13 0.45 0.15
0.03 0.01 0.06
-0.04 -0.05 -0.27
-0.02 0.11 0.16
-0.06 0.08 -0.09
-0.06 0.11 0.04
0.04 -0.10 0.01
-0.06 -0.06 -0.09
0.01 -0.11 0.04
-0.57 2.65 2.52
-1.56 -0.44 0.54
-5.17 -1.29 -1.79
0.22 -0.04 -0.17
0.02 -0.35 0.19
0.00 -0.44 0.24

**Electronic energy**: -3470.5198 Ha
**Multiplicity**: 1
**Net charge**: -1
**Energy above the lowest of the compared OMol25 structures with the same formula, charge and spin**: 1.7 kcal per mole
**Orbital gap (alpha / beta)**: 3.89 / 3.90 eV